{"formula": "C37H45InN5OS6", "method": "wB97M-V/def2-TZVPD", "symbols": ["In", "C", "C", "S", "C", "C", "S", "C", "C", "S", "C", "C", "S", "H", "H", "H", "H", "H", "H", "H", "H", "H", "H", "H", "H", "H", "H", "H", "H", "C", "C", "C", "C", "C", "C", "C", "C", "C", "C", "N", "C", "C", "C", "C", "C", "N", "H", "H", "H", "H", "H", "H", "H", "H", "H", "H", "H", "H", "H", "H", "H", "H", "H", "N", "C", "C", "C", "C", "C", "C", "N", "C", "C", "C", "C", "N", "C", "C", "H", "H", "H", "H", "H", "H", "H", "H", "H", "C", "O", "C", "S", "S", "H", "H", "H"], "xyz": [[-0.98687, 0.81280, 0.86352], [0.83329, 0.57472, 5.13343], [1.44209, -0.33188, 4.05364], [0.18319, -0.92088, 2.87865], [0.91173, -2.49704, 2.33547], [-0.19151, -3.51620, 2.04739], [-1.75200, -2.78952, 1.49528], [-2.69371, -2.58988, 3.02651], [-3.77911, -1.55296, 2.76101], [-3.24068, 0.18054, 2.59810], [-3.23851, 0.65930, 4.36201], [-2.00894, 0.33524, 5.20277], [-0.68335, 1.44282, 4.67065], [1.54078, 1.36523, 5.37799], [0.64585, 0.01176, 6.04715], [1.85045, -1.22997, 4.51637], [2.25450, 0.17464, 3.53316], [1.53637, -2.85266, 3.15422], [1.55062, -2.33999, 1.46519], [-0.39487, -4.12984, 2.92454], [0.11786, -4.18312, 1.24289], [-2.04289, -2.28422, 3.84127], [-3.15823, -3.54392, 3.27918], [-4.51460, -1.54971, 3.56539], [-4.30991, -1.78327, 1.83635], [-4.11919, 0.16780, 4.77912], [-3.43485, 1.73113, 4.36721], [-1.70557, -0.70386, 5.09085], [-2.24692, 0.52207, 6.25112], [-5.17322, -1.04251, -2.29790], [-4.33630, -1.43293, -1.07920], [-3.14051, -2.29467, -1.41895], [-3.36854, -3.62688, -1.74251], [-2.32063, -4.50066, -1.96778], [-1.02015, -4.03808, -1.87167], [-0.74723, -2.70970, -1.56558], [0.68510, -2.25556, -1.54509], [1.19614, -1.94530, -2.95281], [-1.81755, -1.83628, -1.35119], [-1.60597, -0.45131, -1.03046], [-2.09746, 0.37268, -1.91519], [-2.35329, 1.72079, -1.62497], [-2.81755, 2.77394, -2.42051], [-2.95837, 3.86434, -1.56900], [-2.58435, 3.43091, -0.29335], [-2.23330, 2.13714, -0.31807], [-6.07068, -0.50432, -1.99509], [-5.47935, -1.92629, -2.85777], [-4.61192, -0.40057, -2.97722], [-4.96900, -2.00314, -0.39221], [-4.02906, -0.53087, -0.54495], [-4.38938, -3.98694, -1.78892], [-2.51553, -5.53646, -2.20842], [-0.19074, -4.71378, -2.04695], [1.30108, -3.04535, -1.10356], [0.78649, -1.37514, -0.91691], [1.13606, -2.83098, -3.58550], [2.23169, -1.60632, -2.93686], [0.59145, -1.16552, -3.41880], [-2.36076, -0.00772, -2.90161], [-3.01153, 2.73399, -3.48028], [-3.30228, 4.85229, -1.82462], [-2.57756, 3.99054, 0.62581], [5.94160, 0.93060, -2.06220], [6.81375, 1.06373, -3.12279], [8.19689, 0.93898, -3.22264], [8.73915, 1.12784, -4.47532], [7.93806, 1.42950, -5.59270], [6.57191, 1.55260, -5.48536], [6.00265, 1.36631, -4.22358], [4.67843, 1.42655, -3.83554], [4.68650, 1.17057, -2.55742], [3.46670, 1.11364, -1.75144], [3.43774, 0.65102, -0.43930], [2.22931, 0.59430, 0.22434], [1.07452, 0.95542, -0.33748], [1.10466, 1.43166, -1.58809], [2.26549, 1.52625, -2.32183], [6.19833, 0.78677, -1.10256], [8.81735, 0.71263, -2.36653], [9.80893, 1.04127, -4.60584], [8.41362, 1.56902, -6.55350], [5.95128, 1.78979, -6.33787], [4.33262, 0.32807, 0.07420], [2.17235, 0.24854, 1.24989], [0.16047, 1.76282, -1.99992], [2.25855, 1.91051, -3.33108], [-2.98595, 4.30023, 3.40792], [-2.04808, 3.44844, 2.73235], [-0.78860, 3.89327, 2.62397], [-0.25605, 5.35156, 3.12834], [0.26811, 2.79475, 1.78524], [-3.91396, 3.73485, 3.44198], [-3.11986, 5.22763, 2.85287], [-2.62728, 4.53241, 4.40958]], "forces_ev_per_angstrom": [[0.107, 0.472, -0.154], [-0.147, -0.032, 0.058], [0.108, 0.024, -0.099], [-0.100, -0.025, 0.148], [0.126, 0.082, 0.012], [-0.093, -0.024, 0.044], [-0.090, -0.041, -0.073], [-0.022, -0.015, -0.034], [0.126, 0.003, -0.038], [0.003, 0.034, 0.049], [0.004, -0.077, -0.010], [0.020, 0.053, -0.049], [0.052, 0.015, 0.005], [0.023, -0.031, 0.043], [-0.002, 0.004, -0.007], [0.074, 0.025, -0.004], [-0.071, 0.046, -0.039], [0.077, -0.002, -0.050], [-0.066, 0.018, -0.006], [-0.001, 0.001, -0.006], [0.003, -0.029, 0.034], [0.015, -0.029, -0.014], [-0.045, 0.020, 0.043], [-0.034, -0.049, -0.026], [0.008, -0.013, -0.006], [-0.005, 0.067, 0.012], [0.056, -0.009, 0.013], [0.003, 0.027, 0.008], [-0.032, -0.054, 0.009], [0.000, 0.006, -0.004], [-0.014, 0.023, 0.014], [0.009, 0.008, 0.047], [0.018, -0.049, 0.025], [-0.032, 0.014, -0.001], [0.006, 0.003, 0.033], [-0.044, 0.015, -0.020], [0.030, -0.013, 0.000], [-0.011, 0.041, 0.009], [0.022, -0.004, -0.066], [0.014, -0.069, 0.151], [0.001, 0.049, -0.021], [-0.129, -0.053, 0.004], [0.046, 0.002, 0.001], [-0.003, -0.004, -0.015], [-0.011, 0.011, -0.062], [0.050, -0.016, -0.039], [-0.009, 0.014, 0.002], [-0.005, -0.012, -0.002], [-0.005, 0.009, -0.013], [-0.015, -0.007, -0.029], [-0.023, -0.033, 0.019], [-0.021, -0.006, -0.004], [-0.005, -0.027, -0.005], [0.013, -0.011, -0.004], [0.005, 0.013, -0.008], [0.015, 0.062, 0.065], [-0.004, -0.006, -0.011], [0.041, 0.011, 0.003], [-0.008, 0.026, -0.008], [0.018, -0.009, 0.024], [-0.027, -0.007, -0.024], [-0.006, 0.016, -0.003], [0.013, 0.019, -0.075], [0.027, 0.037, -0.034], [0.016, -0.040, 0.007], [0.001, 0.031, 0.000], [-0.005, -0.004, -0.013], [0.019, 0.002, 0.010], [-0.004, 0.017, 0.007], [0.004, -0.007, -0.016], [0.012, 0.000, 0.016], [-0.054, -0.003, 0.022], [-0.006, -0.008, -0.010], [0.002, 0.009, 0.030], [-0.008, 0.007, 0.048], [-0.010, -0.238, -0.006], [-0.038, 0.066, 0.012], [0.000, 0.008, -0.005], [-0.010, 0.000, 0.005], [0.014, -0.018, 0.011], [0.020, 0.004, -0.001], [0.009, 0.001, -0.013], [-0.013, -0.007, -0.013], [0.002, -0.020, 0.009], [0.005, -0.031, -0.030], [-0.021, -0.015, -0.032], [-0.013, 0.000, -0.016], [-0.001, -0.018, -0.012], [-0.051, -0.141, 0.204], [0.138, 0.106, -0.212], [-0.059, -0.110, 0.075], [0.038, -0.147, 0.131], [-0.026, 0.026, -0.045], [-0.007, 0.008, 0.027], [-0.009, 0.008, -0.004]], "mulliken_charge": [0.638, -0.991, -0.704, -0.142, -0.686, -1.321, 0.408, -0.928, -0.861, 0.594, -0.971, -0.728, 0.146, 0.441, 0.393, 0.476, 0.396, 0.658, 0.241, 0.531, 0.424, 0.270, 0.554, 0.659, 0.146, 0.620, 0.175, 0.259, 0.541, -1.441, -0.706, 1.227, -0.617, -1.293, -0.581, 0.610, 0.979, -1.390, -1.287, 1.235, 0.187, -0.751, -1.152, -1.091, -0.396, 0.581, 0.411, 0.387, 0.319, 0.542, 0.163, 0.490, 0.422, 0.520, 0.736, -1.259, 0.396, 0.379, 0.254, 0.747, 0.551, 0.505, 0.486, 0.045, 0.703, -1.081, -0.403, -0.488, -0.805, 0.586, -0.606, -0.186, 1.109, -1.073, -0.260, 0.440, -0.736, -0.673, 0.180, 0.387, 0.392, 0.392, 0.441, 0.332, -0.020, 0.443, 0.624, -1.304, 0.393, 0.018, -0.232, -0.180, 0.326, 0.395, 0.436], "orbital_gap_ev": 7.308, "e_homo_ev": -10.23, "total_charge": 1, "spin_multiplicity": 1, "e_lumo_ev": -2.92, "max_force_ev_per_a": 0.51}

{"formula": "C17H19N6O2OsPS2", "method": "wB97M-V/def2-TZVPD", "symbols": ["Os", "C", "C", "O", "P", "S", "S", "O", "C", "C", "H", "H", "H", "H", "H", "H", "H", "H", "H", "H", "C", "C", "C", "C", "C", "C", "N", "N", "C", "C", "C", "C", "C", "N", "H", "H", "H", "H", "H", "H", "H", "H", "H", "N", "C", "N", "C", "N"], "xyz": [[-15.71294, -8.85506, 0.00123], [-17.31419, -10.93715, -5.22813], [-17.86319, -11.11472, -3.87214], [-16.88207, -10.60552, -2.80180], [-17.05120, -10.86975, -1.19808], [-15.22600, -11.10128, -0.13120], [-17.94881, -9.40209, -0.10973], [-17.91997, -12.23800, -1.13678], [-18.31966, -12.85828, 0.16904], [-19.10556, -14.14331, -0.16693], [-18.08475, -11.14267, -5.97257], [-16.48066, -11.68418, -5.35902], [-17.01670, -9.88924, -5.34897], [-18.15690, -12.13587, -3.70720], [-18.74568, -10.56168, -3.73418], [-18.82981, -12.04002, 0.69562], [-17.43621, -13.04396, 0.76330], [-20.07791, -13.98089, -0.70363], [-19.40432, -14.55324, 0.80293], [-18.44196, -14.81752, -0.69977], [-15.07703, -7.97301, 5.23844], [-15.73350, -9.01658, 4.50620], [-15.35455, -9.24714, 3.20136], [-14.37862, -8.33307, 2.56618], [-13.75847, -7.36671, 3.34328], [-13.98266, -7.26713, 4.69016], [-14.18622, -8.40602, 1.21462], [-13.12191, -7.75982, 0.69125], [-13.02659, -7.79061, -0.60729], [-11.89020, -7.27400, -1.36082], [-11.84327, -7.47717, -2.68995], [-13.01035, -7.93898, -3.36620], [-14.02998, -8.39551, -2.61184], [-14.09279, -8.28586, -1.24960], [-15.49405, -7.71262, 6.19855], [-16.56870, -9.51583, 4.97826], [-15.77409, -10.08149, 2.59030], [-12.96016, -6.71955, 2.88159], [-13.52001, -6.52666, 5.32501], [-11.03019, -6.91656, -0.79973], [-10.89122, -7.36333, -3.23824], [-13.03335, -7.96292, -4.48463], [-14.92272, -8.78758, -3.10330], [-18.74218, -3.43612, 0.74184], [-18.04588, -4.06992, 0.04827], [-17.30097, -4.78430, -0.77988], [-16.81427, -5.96217, -0.48109], [-16.23198, -6.96159, -0.23068]], "forces_ev_per_angstrom": [[-2.123, 0.918, -0.997], [1.500, -0.279, -0.214], [0.118, -0.221, 1.253], [-0.537, -0.964, 1.144], [-0.699, -1.353, -0.680], [-0.988, -0.588, -1.190], [-0.914, -1.066, -0.845], [0.962, 0.740, 0.151], [-0.573, 0.725, -1.088], [-0.552, 1.238, 0.632], [-0.044, -0.104, 0.148], [-0.594, 1.110, -0.223], [0.322, -0.345, -0.252], [0.455, -0.545, 0.573], [-1.059, 1.083, 0.317], [-0.496, -0.597, -0.086], [0.456, -0.378, -0.153], [1.165, 0.121, 0.204], [0.226, -0.309, -0.138], [-0.188, -0.167, -0.023], [-0.472, -0.860, -0.545], [0.662, 0.987, -0.579], [-0.075, -0.068, -0.291], [-1.071, -1.198, -1.266], [2.976, 1.742, 0.793], [-1.303, 0.114, -0.064], [1.164, -0.211, 2.234], [1.729, 1.005, 2.086], [0.085, 0.961, -1.216], [-0.059, -0.847, 1.919], [0.252, -0.117, -1.290], [1.869, 0.213, -1.183], [-2.159, 0.052, 1.023], [0.927, -1.022, -3.221], [0.281, 0.002, 0.250], [0.179, -0.313, -0.122], [0.336, 0.904, 0.617], [-1.135, -0.821, 0.392], [0.308, 0.070, -0.232], [-0.224, -0.021, -0.069], [-0.775, 0.421, 0.268], [-0.071, -0.193, 1.276], [0.163, -0.001, 0.338], [1.147, -0.840, -1.077], [-1.380, 0.724, 1.374], [1.641, -3.546, 0.186], [-1.037, 3.549, -0.110], [-0.392, 0.293, -0.021]], "mulliken_charge": [1.394, -1.160, -0.235, -0.203, 0.835, -0.521, -0.469, -0.323, -0.287, -1.191, 0.402, 0.283, 0.294, 0.315, 0.392, 0.371, 0.318, 0.304, 0.386, 0.312, -0.277, -0.585, -0.165, 0.574, -0.173, -0.656, 0.139, -0.631, 0.569, -0.614, -0.248, -0.489, -0.324, -0.147, 0.403, 0.401, 0.292, 0.343, 0.383, 0.429, 0.391, 0.367, 0.376, -0.444, 0.475, -0.596, 0.718, -0.727], "orbital_gap_ev": [7.494, 4.375], "e_homo_ev": [-10.27, -11.43], "total_charge": 1, "spin_multiplicity": 6, "e_lumo_ev": [-2.77, -7.06], "max_force_ev_per_a": 3.91}

{"formula": "C3H4O3Pm", "method": "wB97M-V/def2-TZVPD", "symbols": ["H", "Pm", "O", "C", "C", "O", "O", "C", "H", "H", "H"], "xyz": [[2.41492, 0.94744, -0.26789], [1.97872, 1.52997, 1.78182], [-1.13811, -1.02381, -0.56201], [-1.82256, -0.09763, 0.13743], [0.28052, -0.91249, -0.31158], [-2.98427, -0.28081, 0.44921], [-1.07750, 0.92111, 0.46494], [0.50386, 0.56342, -0.07984], [0.83203, -1.28457, -1.18286], [0.49197, -1.57012, 0.54390], [0.52044, 1.20750, -0.97313]], "forces_ev_per_angstrom": [[0.284, 0.172, 1.367], [-0.994, -0.870, -2.263], [1.067, -0.607, -0.410], [-2.667, -1.683, 0.663], [-0.654, 0.015, -0.486], [1.803, 0.809, -0.620], [3.296, 0.925, 0.281], [-1.941, 1.468, 1.074], [-0.181, 0.103, 0.172], [0.157, 0.268, -0.015], [-0.168, -0.600, 0.237]], "mulliken_charge": [-0.070, 1.659, -0.302, 0.654, -0.323, -0.539, -0.409, -0.484, 0.283, 0.240, 0.290], "orbital_gap_ev": [6.574, 6.539], "e_above_lowest_ev": 2.988, "e_homo_ev": [-12.89, -12.68], "total_charge": 1, "spin_multiplicity": 5, "e_lumo_ev": [-6.31, -6.15], "max_force_ev_per_a": 3.44}